{
  "formula": "C5H13N2O",
  "method": "ωB97M-V/def2-TZVPD",
  "species": ["C", "N", "C", "O", "C", "C", "C", "N", "H", "H", "H", "H", "H", "H", "H", "H", "H", "H", "H", "H", "H"],
  "xyz": [[-0.543, -1.080, 0.250], [-1.680, -0.431, 0.815], [-2.318, 0.510, 0.079], [-2.108, 0.891, -1.064], [0.848, -0.381, 0.520], [0.908, 0.872, -0.477], [2.258, 1.536, -0.454], [1.938, -1.430, 0.134], [-0.448, -2.080, 0.725], [-0.663, -1.267, -0.827], [-4.082, -1.506, -0.249], [-4.401, -1.559, 0.448], [-3.228, 0.917, 0.573], [0.550, 0.201, 1.413], [0.027, 1.510, -0.360], [0.702, 0.311, -1.385], [2.339, 2.295, -1.241], [3.027, 0.800, -0.748], [2.649, 2.049, 0.425], [1.473, -1.338, 1.160], [2.751, -0.821, 0.263]],
  "atomic_forces_ev_per_a": [[0.4, -1.4, -0.5], [1.1, -0.1, 0.6], [-2.0, 0.7, -0.5], [0.7, -0.4, 0.0], [-4.2, 4.3, -4.4], [-0.3, -1.8, 0.7], [1.0, 0.3, -1.3], [-2.1, 2.0, 3.6], [-0.2, 0.5, -0.1], [0.2, 0.3, 0.1], [-0.5, -0.1, 0.8], [0.4, 0.0, -0.8], [0.5, -0.1, 0.2], [1.7, -1.0, 1.3], [0.5, 0.2, 0.3], [0.5, 0.6, -0.7], [-0.2, -0.1, 0.0], [-0.2, 0.2, 0.1], [-0.6, -0.3, 0.5], [3.1, -3.2, 0.1], [0.3, -0.5, 0.0]],
  "lowdin_charge": [-0.22, 0.12, -0.41, 0.05, -0.42, -0.22, -0.11, 0.08, 0.13, 0.13, 0.03, 0.05, 0.11, 0.15, 0.09, 0.11, 0.08, 0.07, 0.08, 0.09, 0.03],
  "homo_lumo_gap_ev": [10.95, 7.35],
  "e_above_lowest_kcal_mol": 117.6,
  "homo_ev": [-9.98, -9.96],
  "spin_multiplicity": 2,
  "max_force_ha_per_bohr": 0.14545
}